Below is C16H52BInO14 as an isolated structure, with properties calculated with ωB97M-V/def2-TZVPD.

- LUMO: -0.4457 Ha
- Total charge: +2
- E_HOMO: -13.9 eV
- 2S+1: 1
- Electronic energy: -51918.0202 eV

Element x y z (Å)
In (0.7418, 2.8538, 0.0553)
B (-0.3619, -1.3548, 0.0997)
H (-0.2146, -2.4213, 0.1714)
H (-1.4255, -1.2378, 0.2390)
H (0.2079, -0.8801, 0.8834)
H (-0.0955, -0.9293, -0.8554)
C (-3.3179, -3.1243, 5.7416)
C (-3.8131, -2.9937, 4.3045)
O (-4.2239, -1.7095, 4.1594)
H (-2.4125, -2.5602, 5.9657)
H (-3.1159, -4.1900, 5.8484)
H (-4.0852, -2.7745, 6.4322)
H (-4.5525, -3.7154, 3.9572)
H (-2.9395, -3.1715, 3.6774)
H (-4.9325, -1.6400, 3.5154)
C (3.1800, -5.7397, 1.3881)
C (3.8323, -5.2655, 2.7085)
O (4.8585, -4.3864, 2.3227)
H (3.0346, -4.8104, 0.8373)
H (2.1729, -6.1188, 1.5613)
H (3.7725, -6.4100, 0.7654)
H (4.2549, -6.1185, 3.2395)
H (3.1936, -4.7672, 3.4377)
H (5.3433, -4.1206, 3.1076)
C (-2.8304, 5.2054, -3.3753)
C (-2.4609, 4.0755, -4.4049)
O (-1.9564, 2.9226, -3.7132)
O (-1.7841, 5.6844, -2.6315)
H (-3.6065, 4.9797, -2.6440)
H (-3.1771, 6.0648, -3.9491)
H (-1.7342, 4.4017, -5.1490)
H (-3.4656, 3.8558, -4.7661)
H (-1.9021, 2.2575, -4.4034)
H (-1.7675, 6.6238, -2.8284)
C (1.1804, 2.7281, 5.1940)
C (-0.0086, 1.6646, 5.1328)
O (-0.8053, 1.6933, 3.9946)
O (2.0687, 2.3792, 4.1265)
H (1.7488, 2.8559, 6.1152)
H (0.7066, 3.7064, 5.1140)
H (-0.7127, 1.9035, 5.9298)
H (0.4497, 0.6775, 5.1943)
H (-1.3718, 0.9197, 4.0413)
H (2.9711, 2.6538, 4.3051)
C (-4.9070, 1.4714, -0.4165)
C (-6.0531, 1.9891, -1.3516)
O (-7.2180, 1.2208, -1.2989)
O (-4.1316, 2.5970, 0.0510)
H (-4.2420, 0.8547, -1.0210)
H (-5.4095, 0.9098, 0.3711)
H (-5.5306, 2.0205, -2.3077)
H (-6.3883, 2.9985, -1.1129)
H (-7.7708, 1.3697, -2.0695)
H (-4.7060, 2.9676, 0.7250)
C (2.9343, 2.2359, -4.8702)
C (3.4260, 3.7008, -4.6047)
O (2.3601, 4.3715, -3.8487)
O (2.9957, 1.6121, -3.5872)
H (3.4354, 1.5986, -5.5988)
H (1.9686, 2.4512, -5.3276)
H (3.5828, 4.2094, -5.5559)
H (4.3528, 3.7078, -4.0310)
H (2.2112, 5.0926, -4.4647)
H (3.6867, 0.9493, -3.5182)
C (6.4831, 1.8864, -0.5203)
C (6.2558, 0.6921, 0.3884)
O (4.9526, 0.2899, 0.4200)
O (5.6320, 2.9264, -0.0100)
H (6.1682, 1.6893, -1.5451)
H (7.5121, 2.2257, -0.6395)
H (6.6230, 0.9159, 1.3900)
H (6.6691, -0.2412, 0.0061)
H (4.9802, -0.5922, 0.7979)
H (6.0084, 3.7791, -0.2398)
C (-1.3705, -5.2665, -2.9579)
C (-2.3120, -5.6040, -1.7341)
O (-2.6501, -4.4970, -0.9640)
O (-0.0850, -4.8412, -2.4875)
H (-1.8348, -4.6006, -3.6854)
H (-1.0186, -6.1862, -3.4254)
H (-1.9436, -6.4088, -1.0979)
H (-3.1931, -6.0727, -2.1723)
H (-1.9222, -3.9199, -0.7215)
H (-0.1954, -4.1701, -1.8099)